Run i
Here is a 11-piece molecular cluster, C38H107N13O11 overall from the OMol25 dataset. Energies are from ωB97M-V with the def2-TZVPD basis set.

Properties
**Kohn-Sham gap**: 9.2 eV

```
! RIJCOSX wB97M-V def2-TZVPD def2/J DEFGRID3
* xyz 0 1
C -0.351 -2.935 -3.952
C -1.523 -3.818 -3.927
C -2.737 -2.929 -4.234
O -3.935 -3.758 -4.133
C -5.128 -3.015 -3.995
N -1.447 -4.863 -4.853
H 0.582 -3.526 -3.698
H -0.439 -2.178 -3.175
H -0.336 -2.517 -4.959
H -1.622 -4.117 -2.895
H -2.608 -2.491 -5.257
H -2.837 -2.062 -3.541
H -5.039 -2.306 -3.107
H -5.957 -3.686 -3.849
H -5.262 -2.357 -4.829
H -2.258 -5.497 -4.751
H -0.628 -5.393 -4.746
C -0.078 5.118 -2.841
C 0.734 3.825 -3.078
C -0.140 2.820 -3.794
O 0.726 1.701 -4.072
C 0.169 0.579 -4.728
N 2.028 4.059 -3.587
H -0.966 5.006 -2.262
H -0.287 5.632 -3.813
H 0.538 5.792 -2.232
H 0.848 3.277 -2.103
H -0.341 3.291 -4.784
H -1.121 2.720 -3.239
H 0.937 -0.183 -4.522
H 0.060 0.727 -5.827
H -0.821 0.303 -4.380
H 2.363 3.268 -4.161
H 2.022 4.865 -4.199
C -4.835 2.759 -3.278
C -4.410 2.042 -1.974
C -5.452 2.045 -0.842
O -5.517 3.318 -0.280
C -6.512 4.168 -0.772
N -3.982 0.723 -2.272
H -4.885 3.882 -3.271
H -5.802 2.366 -3.488
H -4.144 2.445 -4.075
H -3.628 2.616 -1.582
H -5.146 1.321 -0.087
H -6.472 1.684 -1.192
H -7.527 3.784 -0.494
H -6.654 4.218 -1.868
H -6.295 5.140 -0.370
H -4.689 0.031 -2.606
H -3.554 0.263 -1.452
C -2.807 0.046 4.713
C -2.663 0.760 6.136
C -3.792 1.774 6.336
O -4.091 2.525 5.123
C -5.488 2.757 4.887
N -2.757 -0.274 7.142
H -2.273 -0.919 4.884
H -2.354 0.503 3.881
H -3.841 -0.196 4.601
H -1.725 1.226 6.288
H -3.507 2.433 7.149
H -4.664 1.130 6.477
H -6.043 1.776 4.617
H -5.522 3.441 4.071
H -5.979 3.183 5.746
H -3.068 -1.160 6.663
H -1.969 -0.301 7.755
C 6.142 4.591 3.011
C 5.355 3.674 2.124
C 4.520 4.542 1.249
O 3.932 3.678 0.349
C 2.858 4.331 -0.317
N 6.290 2.792 1.381
H 5.450 5.293 3.507
H 6.961 5.116 2.498
H 6.621 3.945 3.771
H 4.677 3.095 2.784
H 5.134 5.301 0.691
H 3.744 5.088 1.812
H 3.205 5.246 -0.958
H 2.081 4.647 0.395
H 2.487 3.588 -1.046
H 7.232 3.200 1.367
H 5.969 2.597 0.452
C 4.344 1.008 -4.086
C 5.044 1.641 -2.914
C 6.114 0.777 -2.247
O 5.568 -0.475 -2.149
C 6.399 -1.432 -1.554
N 5.647 2.901 -3.142
H 3.874 1.848 -4.686
H 3.717 0.101 -3.835
H 5.201 0.509 -4.672
H 4.367 1.912 -2.134
H 6.351 1.295 -1.290
H 7.028 0.772 -2.886
H 7.408 -1.374 -2.018
H 6.054 -2.463 -1.688
H 6.545 -1.313 -0.451
H 6.213 3.001 -3.979
H 5.076 3.743 -2.998
C 4.733 -4.687 5.469
C 4.656 -3.183 5.903
C 4.931 -2.275 4.766
O 3.838 -2.277 3.841
C 3.661 -1.105 3.160
N 3.506 -2.928 6.693
H 5.801 -4.902 5.320
H 4.209 -4.890 4.553
H 4.425 -5.324 6.286
H 5.534 -3.016 6.595
H 5.746 -2.698 4.290
H 5.160 -1.285 5.113
H 2.892 -1.221 2.361
H 4.547 -0.701 2.632
H 3.256 -0.353 3.816
H 3.349 -1.954 7.021
H 2.632 -3.211 6.165
C 0.305 0.775 1.339
C 0.410 0.444 -0.078
C 0.650 -1.002 -0.363
O 1.792 -1.662 0.224
C 2.951 -1.405 -0.621
N -0.781 0.878 -0.799
H 0.118 1.794 1.442
H 1.212 0.643 1.867
H -0.503 0.177 1.701
H 1.259 1.013 -0.420
H 0.637 -1.178 -1.430
H -0.207 -1.622 -0.001
H 2.873 -1.861 -1.638
H 3.774 -1.831 -0.060
H 3.111 -0.343 -0.752
H -0.691 0.716 -1.777
H -1.037 1.867 -0.639
C -5.120 -5.524 -0.021
C -3.717 -5.141 -0.584
C -3.128 -3.907 -0.046
O -4.148 -2.951 -0.073
C -3.717 -1.931 0.894
N -2.735 -6.206 -0.502
H -4.979 -6.078 0.875
H -5.639 -6.191 -0.729
H -5.856 -4.713 0.133
H -3.813 -5.011 -1.664
H -2.325 -3.541 -0.737
H -2.689 -4.142 0.950
H -4.427 -1.135 0.851
H -2.695 -1.634 0.651
H -3.717 -2.507 1.877
H -2.824 -6.781 -1.325
H -2.893 -6.918 0.230
C 1.078 -5.361 -1.091
O 2.230 -5.347 -1.525
N 0.489 -4.141 -0.753
N 0.375 -6.478 -0.979
H -0.432 -4.302 -0.350
H 1.126 -3.428 -0.368
H 0.798 -7.280 -1.458
H -0.625 -6.333 -0.788
C -2.157 3.350 1.547
O -1.379 3.598 0.647
N -2.493 4.105 2.603
N -2.842 2.143 1.533
H -2.825 3.580 3.406
H -1.976 4.963 2.795
H -3.758 2.142 1.948
H -2.639 1.672 0.692
*
```

Run ii
Here is a 11-piece molecular cluster, C38H107N13O11 overall from the OMol25 dataset. Energies are from ωB97M-V with the def2-TZVPD basis set.

Properties
**Kohn-Sham gap**: 9.2 eV

```
! RIJCOSX wB97M-V def2-TZVPD def2/J DEFGRID3
* xyz 0 1
C 3.168 -2.323 -6.040
C 3.747 -1.376 -4.995
C 3.036 -0.015 -5.083
O 3.607 0.765 -4.070
C 2.906 1.810 -3.521
N 3.605 -2.046 -3.695
H 3.786 -3.217 -6.175
H 3.091 -1.856 -7.035
H 2.184 -2.740 -5.929
H 4.815 -1.222 -5.130
H 1.976 0.034 -4.940
H 3.206 0.472 -6.117
H 2.658 2.659 -4.212
H 3.449 2.195 -2.624
H 1.918 1.444 -3.115
H 4.046 -1.472 -2.941
H 2.593 -2.214 -3.470
C -8.145 2.904 1.607
C -8.218 2.444 0.208
C -7.953 0.948 0.096
O -6.828 0.521 0.815
C -5.679 1.062 0.079
N -9.555 2.789 -0.264
H -8.742 2.254 2.234
H -8.388 3.962 1.656
H -7.136 2.780 1.999
H -7.499 3.053 -0.401
H -7.870 0.687 -0.953
H -8.782 0.411 0.499
H -4.774 0.602 0.596
H -5.585 2.134 0.235
H -5.757 0.742 -0.964
H -10.241 2.093 -0.114
H -9.598 2.882 -1.303
C -4.057 -2.071 4.984
C -3.609 -2.113 3.531
C -2.133 -1.737 3.292
O -1.251 -2.545 4.134
C 0.016 -1.859 4.499
N -3.832 -3.481 3.047
H -5.054 -2.449 5.059
H -3.987 -1.042 5.352
H -3.474 -2.735 5.604
H -4.225 -1.325 3.022
H -2.013 -0.693 3.534
H -1.784 -1.962 2.246
H -0.232 -1.016 5.197
H 0.567 -1.552 3.633
H 0.606 -2.607 5.076
H -3.631 -3.673 2.099
H -3.711 -4.225 3.746
C -3.487 -0.467 -4.852
C -1.980 -0.829 -4.664
C -1.714 -2.265 -5.181
O -0.363 -2.614 -4.864
C -0.176 -3.974 -4.635
N -1.113 0.197 -5.266
H -3.683 0.579 -4.549
H -3.982 -1.218 -4.282
H -3.746 -0.469 -5.884
H -1.852 -0.868 -3.553
H -1.939 -2.222 -6.222
H -2.465 -2.964 -4.606
H -0.821 -4.525 -3.896
H 0.853 -4.096 -4.377
H -0.392 -4.662 -5.435
H -0.162 -0.172 -5.223
H -1.345 0.275 -6.264
C -2.213 2.457 -1.910
C -1.377 3.737 -1.973
C 0.018 3.293 -2.407
O 1.033 4.332 -2.495
C 1.638 4.700 -1.312
N -1.874 4.651 -2.994
H -1.981 1.619 -1.327
H -2.435 2.220 -2.941
H -3.197 2.854 -1.571
H -1.348 4.197 -0.963
H -0.140 2.842 -3.392
H 0.383 2.554 -1.734
H 0.859 5.038 -0.584
H 2.344 5.479 -1.614
H 2.224 3.819 -0.980
H -2.758 5.077 -2.786
H -1.185 5.409 -3.082
C 6.296 0.597 5.425
C 5.095 -0.277 5.759
C 3.863 0.474 5.563
O 3.719 0.915 4.275
C 2.502 1.690 4.170
N 5.164 -1.565 4.983
H 6.202 1.054 4.380
H 7.224 0.081 5.594
H 6.377 1.364 6.142
H 5.123 -0.600 6.781
H 3.944 1.277 6.332
H 2.922 -0.040 5.873
H 2.580 2.602 4.763
H 1.524 1.134 4.393
H 2.389 1.994 3.131
H 5.153 -1.401 3.961
H 4.357 -2.142 5.216
C -2.910 -0.830 -1.170
C -3.136 -2.333 -1.545
C -2.641 -3.168 -0.434
O -3.056 -4.537 -0.510
C -2.134 -5.487 -1.108
N -4.608 -2.575 -1.754
H -2.891 -0.603 -0.108
H -3.563 -0.211 -1.761
H -1.922 -0.489 -1.477
H -2.632 -2.593 -2.523
H -3.056 -2.766 0.480
H -1.501 -3.036 -0.246
H -1.711 -4.958 -1.973
H -2.728 -6.396 -1.418
H -1.311 -5.679 -0.431
H -4.875 -3.482 -1.529
H -5.191 -1.930 -1.247
C 5.258 4.087 3.286
C 4.248 4.961 2.587
C 4.423 6.440 2.907
O 4.106 6.643 4.230
C 3.723 8.006 4.501
N 4.350 4.792 1.100
H 6.074 3.637 2.743
H 4.749 3.305 3.797
H 5.729 4.657 4.052
H 3.197 4.728 2.823
H 3.771 7.025 2.152
H 5.513 6.738 2.814
H 2.755 8.202 3.979
H 4.472 8.707 4.113
H 3.641 8.143 5.543
H 3.868 5.580 0.598
H 5.287 4.846 0.738
C 0.126 0.752 0.611
C 0.808 -0.022 -0.581
C 2.306 0.062 -0.430
O 2.754 1.363 -0.188
C 4.122 1.391 0.194
N 0.439 -1.428 -0.668
H 0.511 1.788 0.607
H 0.382 0.273 1.562
H -0.980 0.629 0.495
H 0.531 0.407 -1.542
H 2.689 -0.444 -1.309
H 2.619 -0.542 0.415
H 4.811 1.063 -0.569
H 4.266 0.869 1.084
H 4.302 2.438 0.317
H 0.708 -1.988 0.096
H 0.904 -1.848 -1.457
C 2.828 -4.991 -1.469
O 2.323 -6.085 -1.192
N 2.366 -3.834 -0.928
N 3.926 -4.880 -2.399
H 1.743 -4.018 -0.159
H 2.884 -2.947 -0.960
H 3.897 -3.954 -2.859
H 3.891 -5.677 -3.051
C 0.487 -5.214 1.957
O 0.878 -4.143 1.474
N -0.432 -5.183 2.997
N 1.004 -6.435 1.580
H -0.791 -6.053 3.279
H -0.884 -4.356 3.397
H 1.431 -6.412 0.651
H 0.556 -7.233 1.921
*
```

Of them, run ii has the highest stability.

Run i
Here is CH2ClFP2 in the gas phase from the OMol25 dataset. Energies are from ωB97M-V with the def2-TZVPD basis set.

Properties
**Kohn-Sham gap (spin up / spin down)**: 8.4 / 8.4 eV

```
! RIJCOSX wB97M-V def2-TZVPD def2/J DEFGRID3
* xyz 0 1
C 2.124 -0.132 -0.311
F -1.288 -0.756 1.144
P 1.020 0.810 0.714
P -0.905 0.100 -0.143
Cl 3.741 -0.227 -0.020
H 1.845 -0.540 -1.263
H -1.664 1.369 0.029
*
```

Run ii
Here is CH2ClFP2 in the gas phase from the OMol25 dataset. Energies are from ωB97M-V with the def2-TZVPD basis set.

Properties
**Kohn-Sham gap (spin up / spin down)**: 7.5 / 7.5 eV

```
! RIJCOSX wB97M-V def2-TZVPD def2/J DEFGRID3
* xyz 0 1
C -0.743 0.363 1.179
F -0.113 -0.668 -1.223
P 0.399 1.190 0.198
P 1.477 -0.587 -0.654
Cl -2.339 0.276 0.786
H -0.433 -0.637 1.486
H 1.752 0.063 -1.773
*
```

Of them, run i has the highest stability.

Run i
Here is C5H8FNaO4 as an isolated structure from the OMol25 dataset. Energies are from ωB97M-V with the def2-TZVPD basis set.

Properties
**Kohn-Sham gap**: 7.8 eV

```
! RIJCOSX wB97M-V def2-TZVPD def2/J DEFGRID3
* xyz 0 1
C -1.697 -0.763 2.573
O -0.948 0.307 2.109
Na 1.260 0.092 1.841
C -0.989 -1.525 3.689
H -2.676 -0.397 2.953
H -1.942 -1.494 1.770
H -1.674 -2.224 4.191
H -0.160 -2.123 3.277
H -0.574 -0.836 4.441
C -0.730 0.442 0.106
O -0.334 1.783 0.168
C -1.458 2.595 0.190
C -2.635 1.622 0.116
O -2.018 0.402 -0.283
O 0.113 -0.396 -0.199
F -1.418 3.399 -0.934
H -1.450 3.259 1.061
H -3.107 1.489 1.097
H -3.364 1.921 -0.643
*
```

Run ii
Here is C5H8FNaO4 as an isolated structure from the OMol25 dataset. Energies are from ωB97M-V with the def2-TZVPD basis set.

Properties
**Kohn-Sham gap**: 1.9 eV

```
! RIJCOSX wB97M-V def2-TZVPD def2/J DEFGRID3
* xyz 0 1
C -0.656 -1.249 2.714
O -0.119 -1.253 1.447
C -2.019 -0.553 2.796
H -0.790 -2.285 3.118
H 0.016 -0.746 3.456
H -2.429 -0.589 3.820
H -1.930 0.503 2.495
H -2.739 -1.036 2.117
C 4.436 -0.635 -1.208
O 3.163 -0.789 -1.517
C 2.400 -1.274 -0.290
C 3.427 -0.932 0.782
O 4.669 -0.835 0.070
O 5.302 -0.331 -2.006
F 2.277 -2.636 -0.434
H 1.427 -0.769 -0.403
H 3.211 0.039 1.241
H 3.525 -1.720 1.534
Na 5.580 0.518 -4.411
*
```

Of them, run i has the highest stability.

Run i
Here is an isolated ion of composition C5H14N2 and charge -1 from the OMol25 dataset. Energies are from ωB97M-V with the def2-TZVPD basis set.

Properties
**Kohn-Sham gap (spin up / spin down)**: 2.7 / 8.7 eV

```
! RIJCOSX wB97M-V def2-TZVPD def2/J DEFGRID3
* xyz -1 2
C -1.574 -0.822 0.857
C -0.228 -0.588 0.223
C 0.980 -0.784 1.234
C 1.037 -2.323 1.511
N -0.067 0.785 -0.325
C 0.419 1.344 -1.556
N -0.431 2.437 -2.039
H -1.542 -0.476 1.898
H -1.913 -1.875 0.803
H -2.439 -0.297 0.435
H -0.098 -1.164 -0.697
H 1.864 -0.507 0.686
H 0.775 -0.366 2.247
H 2.038 -2.682 1.790
H 0.482 -2.827 0.705
H 0.378 -2.534 2.405
H -0.372 1.453 0.370
H 0.413 0.554 -2.311
H 1.506 1.604 -1.473
H -1.303 2.037 -1.702
H -0.094 3.316 -1.680
*
```

Run ii
Here is an isolated ion of composition C5H14N2 and charge -1 from the OMol25 dataset. Energies are from ωB97M-V with the def2-TZVPD basis set.

Properties
**Kohn-Sham gap (spin up / spin down)**: 2.5 / 9.0 eV

```
! RIJCOSX wB97M-V def2-TZVPD def2/J DEFGRID3
* xyz -1 2
C -2.480 -0.599 0.767
C -1.291 -1.359 0.377
N -0.843 -0.738 -0.913
C 0.589 -0.871 -1.121
C 1.262 0.398 -0.886
N 1.242 0.775 0.689
C 1.626 2.152 0.788
H -2.848 -0.893 1.725
H -3.367 -0.475 0.025
H -2.266 0.460 0.756
H -1.678 -2.499 0.264
H -0.343 -1.327 1.061
H -1.454 -1.286 -1.608
H 0.826 -1.382 -2.079
H 0.918 -1.629 -0.369
H 2.308 0.480 -1.252
H 0.671 1.181 -1.458
H 1.782 0.092 1.108
H 2.592 2.172 0.117
H 0.965 2.842 0.230
H 1.789 2.506 1.780
*
```

Run iii
Here is an isolated ion of composition C5H14N2 and charge -1 from the OMol25 dataset. Energies are from ωB97M-V with the def2-TZVPD basis set.

Properties
**Kohn-Sham gap (spin up / spin down)**: 2.4 / 8.8 eV

```
! RIJCOSX wB97M-V def2-TZVPD def2/J DEFGRID3
* xyz -1 2
C -0.041 0.555 -0.270
C -1.494 0.123 -0.328
C -1.825 -0.947 0.710
C -2.374 1.363 -0.154
N 0.842 -0.520 -0.744
C 2.235 -0.265 -0.442
N 2.536 -0.297 0.987
H 0.083 1.368 -0.991
H 0.295 0.969 0.689
H -1.623 -0.240 -1.349
H -1.144 -0.946 1.567
H -2.814 -0.790 1.144
H -1.835 -1.948 0.284
H -2.132 1.882 0.774
H -3.440 1.104 -0.097
H -2.252 2.076 -0.975
H 0.568 -1.392 -0.305
H 2.434 0.719 -0.850
H 2.841 -1.021 -0.937
H 2.644 0.631 1.395
H 3.416 -0.771 1.175
*
```

Of them, run iii has the highest stability.

Run i
Here is C2H4ClNO in the gas phase from the OMol25 dataset. Energies are from ωB97M-V with the def2-TZVPD basis set.

Properties
**Kohn-Sham gap**: 9.8 eV

```
! RIJCOSX wB97M-V def2-TZVPD def2/J DEFGRID3
* xyz 0 1
C -1.978 0.310 -0.120
C 0.505 0.109 0.525
N -1.270 -0.210 0.711
O 0.577 0.907 -0.578
Cl -3.730 0.188 -0.148
H -1.437 0.944 -1.027
H 0.717 0.461 1.552
H 0.779 -0.825 0.306
H 0.673 1.921 -0.362
*
```

Run ii
Here is C2H4ClNO in the gas phase from the OMol25 dataset. Energies are from ωB97M-V with the def2-TZVPD basis set.

Properties
**Kohn-Sham gap**: 10.6 eV

```
! RIJCOSX wB97M-V def2-TZVPD def2/J DEFGRID3
* xyz 0 1
C -0.248 -0.499 0.299
C 0.478 0.841 0.551
H 0.544 -0.714 -1.665
H -0.948 -1.626 -1.294
H 0.660 1.157 -0.518
H 1.326 0.805 1.203
N -0.276 -0.849 -0.971
O -0.728 -1.080 1.221
Cl -0.809 1.966 1.174
*
```

Of them, run ii has the highest stability.